1.
Formula: C3H4N2O3
Source: OMol25
Level of theory: ωB97M-V/def2-TZVPD

Calculated values
highest occupied orbital energy	-0.386	hartree
gap between HOMO and LUMO	10.91	eV
relative energy (zero: lowest compared OMol25 entry of this formula, charge and spin)	144.81	kcal per mole
SMILES	CN1C=NOC(=O)O1
lowest unoccupied orbital energy	0.4	eV

XYZ file:
```
12
C3H4N2O3 (ωB97M-V/def2-TZVPD)
C 1.5515 -0.6020 0.1213
C -1.8827 -0.4193 -0.1435
C 0.0818 1.1854 -0.0644
H 1.7209 -1.8596 -0.0550
H 0.9869 -0.5383 1.3050
H 2.5884 -0.1321 -0.1312
H 1.1331 1.6668 0.1344
N 0.3438 -0.0924 -0.7378
N -0.9764 1.8182 0.0959
O -0.6201 -0.9843 -0.2932
O -2.8692 -1.0206 0.1143
O -2.0580 0.9784 -0.3460
```

2.
Formula: C40H84BF2N11O4S2
Source: OMol25
Level of theory: ωB97M-V/def2-TZVPD

Calculated values
⟨S²⟩	0.756
charge	+3
highest occupied orbital energy (spin up / spin down)	-0.334 / -0.482	hartree
multiplicity	2
gap between HOMO and LUMO (spin up / spin down)	2.54 / 6.58	eV
relative energy (zero: lowest compared OMol25 entry of this formula, charge and spin)	0.00	kcal per mole
lowest unoccupied orbital energy (spin up / spin down)	-6.5 / -6.5	eV

XYZ file:
```
144
C40H84BF2N11O4S2 (ωB97M-V/def2-TZVPD)
B -1.2681 0.0254 1.5238
H -0.6298 -0.7573 1.1440
H -2.2604 -0.3164 1.7742
H -0.8165 0.3799 2.4374
H -1.3489 0.8305 0.8100
C -7.1262 -1.2187 -3.5199
C -6.6936 -2.3208 -2.5393
N -5.3500 -1.9818 -2.0992
C -4.9580 -1.0319 -1.1987
C -3.6544 -1.0646 -0.9001
N -3.1127 -2.0487 -1.6784
C -4.1602 -2.5472 -2.4781
C -1.6261 -2.3326 -1.7477
H -7.9862 -1.5512 -4.1014
H -6.4473 -1.0745 -4.3604
H -7.3637 -0.3031 -2.9783
H -6.7458 -3.2837 -3.0474
H -7.4120 -2.2749 -1.7208
H -5.7719 -0.4224 -0.8347
H -3.0816 -0.3846 -0.2870
H -4.1114 -3.3053 -3.2458
H -0.9743 -1.4609 -1.8048
H -1.3726 -2.9153 -2.6333
H -1.3258 -3.0432 -0.9777
C -3.9232 -6.8569 0.4042
C -3.5580 -5.4085 -0.1612
N -3.3831 -4.4726 0.9562
C -2.2917 -4.4320 1.7661
C -2.5231 -3.3897 2.6952
N -3.7671 -2.8244 2.3969
C -4.2709 -3.4946 1.2806
C -4.4417 -1.6519 2.9409
H -3.1406 -7.2456 1.0557
H -3.9539 -7.5896 -0.4023
H -4.8816 -7.0451 0.8882
H -4.4219 -5.1469 -0.7723
H -2.6280 -5.3756 -0.7286
H -1.3624 -4.9492 1.5781
H -1.9446 -3.0545 3.5434
H -5.1410 -3.2722 0.6807
H -4.5146 -0.8446 2.2121
H -3.7928 -1.2761 3.7320
H -5.3496 -1.9196 3.4813
C -1.6516 2.9603 5.1402
C -3.0259 2.8672 4.4060
N -2.9830 3.6567 3.2075
C -3.1524 5.0523 3.1610
C -2.8411 5.4361 1.8702
N -2.7817 4.3100 1.0880
C -2.9211 3.2359 1.9224
C -2.6902 4.1432 -0.3164
H -0.7425 3.0466 4.5450
H -1.5246 2.0667 5.7513
H -1.6011 3.8275 5.7987
H -3.8636 3.0508 5.0787
H -3.0496 1.8256 4.0857
H -3.4204 5.6245 4.0369
H -2.7229 6.4148 1.4291
H -2.7844 2.2010 1.6454
H -2.8507 5.1401 -0.7268
H -3.4294 3.5110 -0.8084
H -1.7605 3.7147 -0.6908
C 1.9818 6.0259 -3.5448
C 2.9149 4.9869 -2.9024
N 2.6738 4.8247 -1.4870
C 3.6517 4.9556 -0.5202
C 3.1525 4.5058 0.6468
N 1.8909 4.0269 0.4367
C 1.5477 4.1938 -0.9289
C 1.1102 3.2061 1.3635
H 2.2865 6.2615 -4.5645
H 1.7637 6.8409 -2.8546
H 0.9654 5.6379 -3.6123
H 3.9845 5.0628 -3.0980
H 2.8653 4.0063 -3.3756
H 4.5975 5.4223 -0.7528
H 3.6763 4.2721 1.5619
H 0.6314 3.8717 -1.4012
H 1.7004 2.3466 1.6813
H 0.4122 2.6642 0.7253
H 0.6063 3.7474 2.1642
C 6.7561 1.5568 -3.0852
C 5.6980 0.7491 -3.8241
C 4.3414 1.0970 -3.1325
N 3.2175 0.0326 -3.4620
C 2.9880 -0.1450 -4.9863
C 3.4197 -1.3309 -2.7478
C 2.9604 -1.0560 -1.3528
C 1.9343 0.0084 -1.3909
C 1.8874 0.4991 -2.7726
H 6.8749 1.2253 -2.0537
H 6.5205 2.6155 -3.1935
H 7.7322 1.4472 -3.5577
H 5.7797 -0.3366 -3.7729
H 5.5358 1.1218 -4.8355
H 3.9679 2.0219 -3.5719
H 4.3372 1.1021 -2.0425
H 2.0275 -0.6244 -5.1754
H 3.8933 -0.6044 -5.3832
H 2.8301 0.8952 -5.2709
H 2.8192 -2.1329 -3.1771
H 4.4673 -1.5924 -2.8970
H 2.4854 -1.9344 -0.9161
H 3.7818 -0.9788 -0.6404
H 0.9735 -0.4350 -1.1297
H 2.0804 0.8277 -0.6871
H 1.0925 0.0390 -3.3595
H 1.6629 1.5577 -2.9033
C 4.8292 -5.6811 4.1114
C 3.5096 -4.9468 3.7209
C 3.3278 -3.5300 4.3795
N 2.5168 -2.4858 3.5203
C 1.1527 -3.0746 3.1488
C 3.3593 -2.0118 2.3308
C 2.8150 -0.6282 1.9625
C 2.5184 0.0581 3.3367
C 2.3744 -1.1340 4.3575
H 5.7370 -5.2275 3.7137
H 4.8462 -6.6019 3.5284
H 5.0039 -5.9905 5.1418
H 2.6693 -5.6200 3.8910
H 3.5127 -4.7526 2.6484
H 4.3232 -3.1157 4.5393
H 2.7907 -3.7017 5.3124
H 0.6015 -3.3433 4.0499
H 1.2668 -3.8964 2.4419
H 0.5465 -2.3110 2.6614
H 3.3717 -2.6706 1.4625
H 4.4059 -1.8639 2.5970
H 1.8621 -0.6192 1.4333
H 3.5734 0.0043 1.5011
H 1.6540 0.6903 3.1336
H 3.3522 0.7043 3.6109
H 1.3514 -1.0523 4.7249
H 3.0284 -1.0312 5.2234
N -0.4373 2.9295 -3.0859
S -1.3810 1.7999 -3.1191
O -1.1511 0.5451 -3.8427
O -2.7788 2.1275 -2.9031
F -0.9603 1.3399 -1.6737
S -0.9164 3.6009 -4.5713
O -1.4799 4.9397 -4.4148
O -1.5162 2.7901 -5.6225
F 0.5268 3.8433 -5.1731
```

3.
Formula: C37H35ClEuN2S2Si2
Source: OMol25
Level of theory: ωB97M-V/def2-TZVPD

Calculated values
⟨S²⟩	15.888
highest occupied orbital energy (spin up / spin down)	-0.178 / -0.249	hartree
multiplicity	8
gap between HOMO and LUMO (spin up / spin down)	4.63 / 4.73	eV
lowest unoccupied orbital energy (spin up / spin down)	-0.2 / -2.1	eV

XYZ file:
```
80
C37H35ClEuN2S2Si2 (ωB97M-V/def2-TZVPD)
C 0.0343 -3.3336 3.6127
C 1.1098 -2.4087 3.7126
C 0.5479 -1.1295 4.0389
H 2.1695 -2.6505 3.6180
C -0.8753 -1.2878 4.1403
C -1.1804 -2.6505 3.8725
H -2.1652 -3.1113 3.9145
H 0.1300 -4.3992 3.4285
H 1.1095 -0.2139 4.2354
H -1.5944 -0.5277 4.4501
Eu 0.1364 -1.0119 1.1390
Si 0.4864 1.7090 0.7703
C 1.5494 2.3539 -0.6447
C 0.9996 3.1734 -1.7753
H 0.1844 3.8709 -1.4929
C 1.9958 3.7285 -2.7039
H 1.6332 4.1935 -3.6239
C 3.3441 3.6725 -2.4268
H 4.0720 4.1758 -3.0749
C 3.8070 2.9129 -1.3476
H 4.8749 2.8301 -1.1520
C 2.9091 2.2737 -0.4792
H 3.3051 1.6916 0.3599
C -0.1820 3.4082 1.2405
C 0.7207 4.4939 1.2483
H 1.8005 4.3281 1.3044
C 0.2615 5.8072 1.1259
H 0.9712 6.6300 1.0799
C -1.1045 6.0768 1.0317
H -1.4726 7.0968 0.8989
C -1.9993 5.0107 1.1083
H -3.0688 5.1875 1.0374
C -1.5498 3.6942 1.2525
H -2.2713 2.8811 1.3452
H 1.1996 0.9005 1.8227
Si -0.0344 1.9071 -2.9218
C -1.3735 1.5556 -1.6545
C -0.9365 0.9084 -0.3556
H -0.3082 0.0515 -0.7296
C -1.9848 0.6402 0.6319
H -1.7523 0.4999 1.7015
C -3.3228 0.7171 0.2831
H -4.0871 0.4545 1.0110
C -3.7105 1.1878 -0.9657
H -4.7770 1.2502 -1.2080
C -2.7380 1.6507 -1.8757
H -3.1131 2.1199 -2.7894
C 1.3422 0.6542 -3.2694
C 1.7390 -0.4456 -2.4865
H 1.0085 -0.9945 -1.8807
C 3.0824 -0.8519 -2.4515
H 3.4128 -1.6118 -1.7363
C 4.0228 -0.2940 -3.3243
H 5.0750 -0.6014 -3.2740
C 3.5879 0.6538 -4.2586
H 4.3148 1.1080 -4.9390
C 2.2460 1.0565 -4.2766
H 1.9393 1.7918 -5.0248
H -0.4872 2.3702 -4.1804
Cl -0.8229 -2.2594 -1.0247
C 2.7670 -3.6222 0.5625
C 1.5257 -4.4319 0.4216
N 0.3870 -4.2110 1.0152
C -0.6420 -5.0151 0.5191
C -0.1919 -5.9244 -0.4395
S 1.4706 -5.7151 -0.8218
C -2.0417 -4.7581 0.7924
C -3.0781 -5.5201 0.2476
S -4.6104 -4.7934 0.4964
C -3.7834 -3.4748 1.3797
N -2.4942 -3.6106 1.4440
C -4.5877 -2.3301 1.8773
H 3.6279 -4.3076 0.5286
H 2.8447 -2.9210 -0.2897
H 2.7608 -3.0708 1.5155
H -0.8499 -6.6022 -0.9708
H -2.9231 -6.4328 -0.3169
H -5.6031 -2.6894 2.0792
H -4.1461 -1.9128 2.7884
H -4.6427 -1.5517 1.1036
```

4.
Formula: C28H48F9N3O7S
Source: OMol25
Level of theory: ωB97M-V/def2-TZVPD

Calculated values
highest occupied orbital energy	-0.316	hartree
gap between HOMO and LUMO	8.15	eV
relative energy (zero: lowest compared OMol25 entry of this formula, charge and spin)	0.00	kcal per mole
lowest unoccupied orbital energy	-0.5	eV

XYZ file:
```
96
C28H48F9N3O7S (ωB97M-V/def2-TZVPD)
N -3.5477 3.8269 -1.1328
C -3.6073 2.9288 -0.0913
O -4.5134 2.8678 0.6867
C -2.4100 2.0540 -0.0110
C -1.0708 2.8042 0.0265
C -0.6916 3.2295 1.4089
C 0.1227 2.5531 2.3126
C 0.8301 1.2843 1.9281
C -0.0178 0.0129 1.8737
C 0.7591 -1.1617 2.3840
F 1.9313 -1.3199 1.7293
F 1.0619 -0.9727 3.6955
C 0.0735 -2.5516 2.3737
F -0.9712 -2.5252 3.2164
F 0.9664 -3.4444 2.8108
C -0.4298 -3.0715 0.9932
F 0.2749 -2.4825 0.0115
F -0.2356 -4.3934 0.9162
C -1.9209 -2.8621 0.6703
F -2.6881 -3.6575 1.3864
F -2.0413 -3.1302 -0.6207
F -2.2841 -1.6047 0.8832
C 0.3862 3.0769 3.6340
C 1.2186 2.3377 4.6566
C 0.4382 1.9766 5.9068
C -0.5383 0.8685 5.6399
O -1.5525 0.9433 6.6271
C -0.1303 4.2998 4.0209
C -0.9194 5.0220 3.1061
N -1.4769 6.2363 3.2937
S -2.2669 6.5911 1.9458
N -1.9718 5.3014 1.0789
C -1.2043 4.4997 1.8292
H -3.2262 3.4046 -1.9962
H -4.4676 4.2284 -1.2635
H -2.4294 1.3315 -0.8137
H -2.4974 1.5177 0.9210
H -1.1706 3.7009 -0.5613
H -0.2994 2.1706 -0.3773
H 1.6256 1.1110 2.6201
H 1.3135 1.4323 0.9744
H -0.9155 0.0911 2.4667
H -0.2964 -0.1819 0.8536
H 2.0488 2.9725 4.9352
H 1.6243 1.4237 4.2648
H -0.1111 2.8215 6.2924
H 1.1339 1.6614 6.6718
H -0.0292 -0.0876 5.6877
H -0.9631 0.9733 4.6429
H -2.2284 0.2955 6.4264
H 0.0721 4.7169 4.9874
C 2.0694 7.8287 0.4294
C 1.6979 6.4803 -0.1590
O 1.4897 5.4860 0.8388
H 2.9694 7.7402 1.0377
H 2.2473 8.5658 -0.3546
H 1.2662 8.2013 1.0700
H 2.5019 6.1003 -0.7875
H 0.8003 6.5762 -0.7816
H 0.7726 5.7918 1.4034
C 0.1239 -4.8232 -2.8437
C 1.4318 -4.1581 -3.2213
O 1.2973 -2.7441 -3.3671
H -0.6417 -4.6505 -3.5994
H 0.2595 -5.8981 -2.7233
H -0.2378 -4.4069 -1.9013
H 1.7986 -4.5330 -4.1749
H 2.1954 -4.3593 -2.4618
H 1.0106 -2.4160 -2.5088
C -1.5876 2.4199 -5.3484
C -0.7430 2.6121 -4.1051
O -1.3263 2.0090 -2.9412
H -2.5861 2.8330 -5.1977
H -1.1325 2.9150 -6.2064
H -1.6857 1.3594 -5.5832
H -0.6510 3.6682 -3.8572
H 0.2614 2.2112 -4.2660
H -1.4167 1.0696 -3.1240
C -3.1660 -6.6172 -2.4384
C -2.8620 -8.1006 -2.3407
O -1.5347 -8.4226 -2.7483
H -3.0188 -6.2646 -3.4594
H -4.1945 -6.4093 -2.1408
H -2.5023 -6.0424 -1.7874
H -3.5138 -8.6688 -3.0015
H -3.0313 -8.4552 -1.3183
H -0.9287 -7.9578 -2.1645
C 5.4920 -5.5538 -3.2505
C 6.2689 -4.2522 -3.1830
O 5.7612 -3.2614 -4.0720
H 5.4984 -5.9471 -4.2669
H 5.9147 -6.3050 -2.5824
H 4.4509 -5.3896 -2.9621
H 7.3033 -4.4071 -3.4837
H 6.2730 -3.8670 -2.1573
H 4.8481 -3.0776 -3.8316
```

5.
Formula: C27H55BBr3NO7Sb
Source: OMol25
Level of theory: ωB97M-V/def2-TZVPD

Calculated values
charge	-1
highest occupied orbital energy	-0.179	hartree
gap between HOMO and LUMO	7.24	eV
lowest unoccupied orbital energy	2.4	eV

XYZ file:
```
95
C27H55BBr3NO7Sb (ωB97M-V/def2-TZVPD)
C 9.1615 -3.7336 0.9461
C 8.1099 -2.6349 0.2918
C 8.1954 -1.2122 1.1028
C 7.3166 -0.0990 0.2422
C 6.1828 0.4816 1.3188
C 5.1924 1.5323 0.5341
C 3.6629 0.8981 0.6145
C 3.3552 0.2541 -0.8595
C 1.7375 0.2231 -1.0616
C 0.9695 -1.0230 -0.2447
C -0.5015 -1.1362 -0.9241
C -1.7286 -1.7687 -0.0588
Sb -3.2666 -0.2428 0.6447
C -3.2646 -0.9761 2.7153
C -2.0881 -1.1327 3.7274
C -0.7010 -1.9048 3.3464
C -0.8204 -3.5390 3.3101
O 0.3088 -4.2363 3.0733
O -2.0756 -4.3180 3.4919
C -3.3873 0.3394 -1.4647
O -3.2298 -0.6966 -2.4896
O -2.6367 -0.1734 -3.5245
O -1.6282 0.9562 0.7771
B -1.1130 1.4592 1.9582
O 0.3906 1.4673 2.1287
O -1.7612 2.0960 3.1620
C -4.5971 1.5199 1.1263
Br -6.3747 1.5365 0.1486
C -4.0623 3.0116 0.9398
C -3.2798 3.4571 -0.4117
C -4.9668 -1.5811 0.3124
Br -6.3801 -1.5639 1.8118
C -4.8433 -3.1490 -0.0392
C -3.9483 -4.1535 0.8794
Br -4.6984 -3.5879 -2.0412
H 8.8399 -4.8357 0.7048
H 9.2649 -3.6188 2.1288
H 10.2057 -3.5390 0.4240
H 6.9872 -3.0351 0.2888
H 8.4362 -2.4548 -0.8302
H 7.6433 -1.3908 2.1454
H 9.2860 -0.7943 1.2436
H 6.7190 -0.6331 -0.6183
H 7.9628 0.7947 -0.1653
H 6.7122 1.0095 2.2299
H 5.6195 -0.4799 1.7436
H 5.5941 1.5995 -0.5842
H 5.1878 2.6234 0.9907
H 2.9495 1.7841 0.9116
H 3.5364 0.0695 1.4378
H 3.7749 1.0378 -1.6580
H 3.7980 -0.8126 -1.0451
H 1.3652 0.2066 -2.1705
H 1.2990 1.2289 -0.5904
H 1.6678 -1.9649 -0.4188
H 1.0340 -0.7082 0.8678
H -0.7086 -0.0850 -1.4190
H -0.3399 -1.8602 -1.8634
H -2.3173 -2.4634 -0.8319
H -1.4354 -2.5054 0.7954
H -4.1377 -0.3720 3.2707
H -3.7139 -2.0866 2.6631
H -1.7383 -0.1757 4.3579
H -2.5113 -1.8137 4.6263
H 0.1338 -1.6421 4.1549
H -0.3321 -1.4560 2.3405
H -1.9467 -5.1064 2.8695
H -4.3596 0.9184 -1.7416
H -2.5061 1.1159 -1.6978
H -2.6275 -0.8679 -4.2741
H 0.6549 2.4076 1.9109
H -2.6822 1.7017 3.1939
H -4.9088 1.3882 2.2718
H -5.0375 3.7129 0.9483
H -3.4418 3.4854 1.8449
H -3.3007 4.6511 -0.4398
H -3.8411 3.1344 -1.4153
H -2.1529 3.1633 -0.4894
H -5.5775 -1.1277 -0.6160
H -5.9565 -3.5812 0.1362
H -4.3140 -5.2524 0.5732
H -2.8029 -4.1782 0.6911
H -4.2505 -4.0868 2.0330
C -3.2526 3.4922 -5.0575
C -2.5936 4.8160 -4.6928
C -1.0695 4.7809 -4.8044
C -0.4593 3.8580 -3.8372
N 0.0218 3.1247 -3.0781
H -2.9546 2.6934 -4.3713
H -4.3417 3.5869 -5.0040
H -2.9877 3.1892 -6.0754
H -2.8922 5.0995 -3.6765
H -2.9763 5.5922 -5.3665
H -0.6799 5.7900 -4.6274
H -0.7758 4.5021 -5.8229
```